# 1
{
  "formula": "C26H76O12",
  "method": "ωB97M-V/def2-TZVPD",
  "species": ["C", "O", "H", "H", "H", "H", "C", "O", "H", "H", "H", "H", "C", "O", "H", "H", "H", "H", "C", "O", "H", "H", "H", "H", "C", "O", "H", "H", "H", "H", "C", "C", "C", "O", "H", "H", "H", "H", "H", "H", "H", "H", "C", "C", "C", "O", "H", "H", "H", "H", "H", "H", "H", "H", "C", "C", "C", "O", "H", "H", "H", "H", "H", "H", "H", "H", "C", "C", "C", "O", "H", "H", "H", "H", "H", "H", "H", "H", "C", "C", "C", "O", "H", "H", "H", "H", "H", "H", "H", "H", "C", "C", "C", "O", "H", "H", "H", "H", "H", "H", "H", "H", "C", "C", "C", "O", "H", "H", "H", "H", "H", "H", "H", "H"],
  "coordinates": [[-0.0249, -0.4680, -0.5581], [0.5961, 0.6750, -0.6611], [0.6631, -1.1700, -0.1561], [-0.4829, -0.9000, -1.5031], [-0.8439, -0.2990, 0.1479], [-0.0739, 1.3360, -0.6421], [-4.6279, 0.5280, 2.2629], [-3.6559, 1.5300, 1.8169], [-4.1599, -0.3770, 2.5869], [-5.2479, 0.1760, 1.4709], [-5.2619, 0.7770, 3.1949], [-3.2109, 1.2930, 0.9799], [3.3081, -3.4380, -0.2851], [1.9471, -3.4280, -0.2881], [3.6231, -2.6650, 0.4059], [3.6661, -3.1870, -1.2811], [3.5201, -4.4480, 0.1259], [1.5341, -3.8020, 0.4689], [-2.8239, 1.0440, -1.9171], [-2.6929, 1.6600, -0.6431], [-2.6729, 1.8760, -2.7061], [-3.8309, 0.7400, -1.9061], [-2.0839, 0.2200, -2.0891], [-3.1269, 2.5210, -0.7471], [-1.1199, -1.1050, 3.5549], [-1.3409, -2.4630, 3.4489], [-1.9839, -0.4900, 3.3619], [-0.4689, -0.6140, 2.8599], [-0.8549, -0.9910, 4.5289], [-2.1149, -2.5780, 2.9039], [-2.9799, -4.6070, -2.9631], [-3.6019, -3.2800, -3.0941], [-2.6709, -2.2540, -3.4541], [-4.6479, -3.2640, -3.8031], [-2.5029, -4.9910, -3.8451], [-3.7649, -5.2780, -2.8011], [-2.2019, -4.6460, -2.1861], [-4.0479, -3.0810, -2.0691], [-3.0109, -1.2090, -3.4721], [-2.2369, -2.3180, -4.5001], [-1.7959, -2.1670, -2.9141], [-5.2179, -3.8920, -3.3501], [0.6901, 2.1940, 4.0969], [-0.6329, 2.5880, 3.3929], [-0.5329, 2.5800, 1.8979], [-1.7079, 1.9480, 3.6579], [0.9641, 1.3270, 3.5819], [0.5611, 1.9580, 5.1279], [1.4221, 2.9640, 3.8689], [-0.8419, 3.6080, 3.5619], [0.0321, 3.4540, 1.5329], [-1.3979, 2.5180, 1.3129], [0.0601, 1.7510, 1.5729], [-2.3029, 2.1280, 2.9339], [0.8511, -1.5360, -4.0691], [2.0501, -1.1310, -3.1811], [3.3031, -1.2770, -4.0661], [2.0331, 0.0770, -2.8981], [-0.1009, -1.3370, -3.6371], [0.9451, -2.5830, -4.2481], [0.8471, -1.1790, -5.0841], [2.0801, -1.8250, -2.3981], [4.1721, -0.9950, -3.4241], [3.3461, -0.6450, -4.9341], [3.4831, -2.2680, -4.4171], [1.6451, 0.2220, -2.0441], [-3.2659, -1.6420, 0.3949], [-2.8329, -3.0470, 0.6079], [-1.3129, -3.2510, 0.1669], [-3.1329, -3.3200, 1.7439], [-2.6829, -0.9370, 0.9699], [-4.3509, -1.4520, 0.3289], [-3.0409, -1.4750, -0.7021], [-3.4549, -3.5910, -0.1091], [-0.6349, -2.6830, 0.8479], [-1.0569, -3.0460, -0.8101], [-1.0089, -4.3260, 0.1559], [-4.0939, -3.4300, 1.7799], [0.3061, 5.0150, -2.9881], [0.0831, 4.0900, -1.8071], [-0.8689, 4.8240, -0.8451], [-0.6429, 3.1040, -2.0231], [0.5911, 6.0600, -2.6591], [-0.6099, 5.0430, -3.5591], [0.9981, 4.5910, -3.6851], [0.9701, 3.6850, -1.3361], [-1.4009, 5.6230, -1.2971], [-0.4619, 5.2290, 0.0369], [-1.6599, 4.1670, -0.4661], [-0.3199, 2.5700, -2.7201], [2.8031, 2.4830, 0.8709], [4.0761, 3.2500, 1.0089], [5.2691, 2.3720, 0.8399], [4.2971, 4.2480, 0.2269], [1.8671, 3.0230, 0.8309], [2.9641, 1.7350, 1.6709], [2.8931, 1.9060, 0.0219], [4.1471, 3.6390, 2.0369], [5.5981, 2.1240, -0.1801], [5.2641, 1.4860, 1.3879], [6.1151, 2.8920, 1.3359], [3.4831, 4.7820, 0.0799], [2.2411, -0.8620, 1.9999], [3.0881, -1.3380, 3.1459], [4.0541, -0.2620, 3.5189], [2.5381, -1.7410, 4.2099], [2.9081, -0.8420, 1.1959], [1.6931, 0.0850, 2.1519], [1.6241, -1.7160, 1.7189], [3.6521, -2.2500, 2.7729], [4.6391, -0.4330, 4.4029], [3.5631, 0.6990, 3.6229], [4.7701, -0.0750, 2.7209], [1.8991, -2.5110, 3.9609]],
  "lowdin_charge": [-0.224, -0.076, 0.055, 0.087, 0.086, 0.058, -0.115, -0.149, 0.034, 0.052, 0.120, 0.027, -0.159, -0.131, 0.053, 0.084, 0.104, 0.058, -0.119, -0.162, 0.118, 0.071, 0.065, 0.102, -0.170, -0.086, 0.060, 0.055, 0.063, 0.013, -0.025, -0.690, -0.056, 0.049, 0.089, 0.067, 0.088, 0.140, 0.083, 0.126, 0.014, 0.121, 0.016, -0.572, -0.038, 0.010, 0.021, 0.080, 0.087, 0.117, 0.080, 0.045, 0.057, 0.054, -0.026, -0.611, -0.042, 0.036, 0.025, 0.074, 0.079, 0.106, 0.092, 0.074, 0.062, 0.056, -0.054, -0.629, 0.003, 0.043, 0.066, 0.098, 0.081, 0.126, 0.075, 0.024, 0.099, 0.167, -0.026, -0.587, -0.023, -0.032, 0.110, 0.082, 0.067, 0.135, 0.069, 0.058, 0.071, 0.111, -0.029, -0.631, -0.042, 0.009, 0.059, 0.071, 0.057, 0.141, 0.101, 0.029, 0.099, 0.130, -0.055, -0.653, -0.033, 0.011, 0.061, 0.066, 0.066, 0.149, 0.083, 0.073, 0.069, 0.174],
  "homo_lumo_gap_ev": 9.08,
  "smiles": "CC(C)O.CC(C)O.CC(C)O.CC(C)O.CC(C)O.CC(C)O.CC(C)O.CO.CO.CO.CO.CO",
  "de_lowest_kj_mol": 1098.82,
  "lumo_energy_ha": 0.0031
}

***

# 2
{
  "formula": "C8H17NO",
  "method": "ωB97M-V/def2-TZVPD",
  "species": ["C", "C", "C", "C", "C", "C", "C", "C", "N", "O", "H", "H", "H", "H", "H", "H", "H", "H", "H", "H", "H", "H", "H", "H", "H", "H", "H"],
  "coordinates": [[1.2917, -0.3029, -0.3497], [-1.4449, 0.8131, -0.2550], [-0.4610, -0.0723, 1.2665], [0.1865, 0.8233, -1.4722], [0.9891, -1.7330, -0.7390], [2.7180, 0.0969, -0.6402], [-2.5316, -0.1890, -0.5944], [-0.8827, 0.5596, 2.5620], [0.8780, 0.0551, 0.9352], [-1.0330, 1.5240, -1.4089], [1.2605, 0.9527, 1.2159], [-1.8408, 1.5987, 0.3958], [-0.8175, -1.0892, 1.1413], [0.9280, 1.6128, -1.6247], [0.1985, 0.1509, -2.3336], [1.3129, -1.9076, -1.7640], [1.5218, -2.4346, -0.0901], [-0.0733, -1.9588, -0.6821], [2.9471, 1.0879, -0.2460], [2.8713, 0.1352, -1.7239], [3.4355, -0.6119, -0.2197], [-3.3102, 0.3052, -1.1856], [-2.1354, -1.0199, -1.1784], [-2.9951, -0.5867, 0.3099], [-1.9689, 0.6828, 2.5779], [-0.4403, 1.5526, 2.6735], [-0.6043, -0.0452, 3.4297]],
  "lowdin_charge": [-0.465, -0.293, -0.252, -0.118, -0.045, -0.049, -0.073, -0.066, -0.032, -0.107, 0.135, 0.107, 0.111, 0.092, 0.095, 0.085, 0.092, 0.064, 0.081, 0.088, 0.088, 0.079, 0.069, 0.074, 0.078, 0.082, 0.081],
  "homo_lumo_gap_ev": 8.72,
  "de_lowest_kj_mol": 481.20,
  "lumo_energy_ha": 0.0345
}

***

# 3
{
  "formula": "C42H53I2N6O9PS2Ti",
  "method": "ωB97M-V/def2-TZVPD",
  "species": ["Ti", "N", "C", "C", "C", "C", "C", "C", "C", "C", "C", "C", "C", "C", "H", "H", "H", "H", "H", "H", "H", "H", "H", "H", "I", "C", "C", "C", "I", "C", "C", "C", "C", "N", "C", "C", "O", "H", "H", "H", "H", "N", "C", "N", "S", "H", "H", "H", "H", "C", "C", "C", "C", "O", "P", "O", "O", "O", "C", "C", "C", "C", "H", "H", "H", "H", "H", "H", "H", "H", "H", "H", "H", "H", "H", "H", "H", "H", "H", "H", "N", "C", "C", "C", "C", "C", "C", "S", "O", "O", "O", "H", "H", "H", "H", "H", "H", "O", "C", "C", "C", "C", "C", "C", "N", "H", "H", "H", "H", "H", "H", "H", "H", "H", "H", "H"],
  "coordinates": [[0.7517, 0.3900, 0.1599], [-1.4850, -1.3835, -2.6348], [-0.5186, -1.0925, -3.5784], [-0.1863, -2.0326, -4.5598], [0.6412, -1.7065, -5.6183], [1.1702, -0.4286, -5.7119], [0.8744, 0.4948, -4.7202], [0.0396, 0.1933, -3.6457], [-0.3118, 1.3638, -2.7686], [-1.1058, 2.3158, -3.4235], [-1.2670, 3.6004, -2.9366], [-0.5366, 3.9668, -1.8178], [0.1971, 3.0038, -1.1378], [0.2725, 1.6419, -1.5066], [-1.5937, -2.3654, -2.4346], [-1.4220, -0.8141, -1.8031], [-0.6110, -3.0285, -4.4957], [0.8649, -2.4511, -6.3731], [1.7873, -0.1478, -6.5568], [1.2899, 1.4938, -4.7822], [-1.6020, 2.0288, -4.3439], [-1.9032, 4.3121, -3.4478], [-0.5543, 4.9954, -1.4707], [0.7721, 3.3303, -0.2753], [-3.1267, -2.9228, 0.4652], [-1.0294, -3.1430, 0.3623], [-0.4735, -4.4087, 0.3776], [0.8531, -4.5595, 0.0181], [1.6479, -6.5221, 0.0907], [1.6406, -3.4976, -0.4608], [2.9212, -3.5806, -1.0467], [3.4706, -2.4270, -1.6305], [2.8185, -1.2231, -1.5565], [1.6350, -1.0693, -0.9094], [1.0480, -2.2082, -0.4139], [-0.2642, -2.0077, 0.0698], [-0.7204, -0.7508, 0.1001], [-1.0755, -5.2616, 0.6557], [3.4528, -4.5207, -1.0809], [4.4230, -2.4865, -2.1428], [3.2175, -0.3274, -2.0186], [-2.8682, -1.7668, 4.1361], [-2.0321, -1.0783, 3.3061], [-2.5796, -0.0823, 2.6001], [-0.3985, -1.4192, 3.2793], [-3.8442, -1.8287, 3.8918], [-2.4635, -2.5943, 4.5375], [-3.5802, -0.0451, 2.4758], [-2.0151, 0.2961, 1.8560], [2.9485, -0.9203, 4.8602], [2.5180, 0.5290, 4.6426], [1.2474, 0.8202, 5.4408], [3.6203, 1.4840, 5.1148], [2.2128, 0.7932, 3.2571], [2.9598, 0.2121, 1.9584], [2.8846, -1.2470, 1.7791], [2.4660, 1.0684, 0.7929], [4.4570, 0.7418, 2.3386], [5.6600, 0.3494, 1.6587], [6.7024, 1.4091, 2.0141], [5.4598, 0.3079, 0.1485], [6.1097, -1.0191, 2.1728], [3.0531, -1.1234, 5.9269], [3.8972, -1.1106, 4.3579], [2.2034, -1.5887, 4.4328], [1.4445, 0.6713, 6.5038], [0.4489, 0.1512, 5.1300], [0.9190, 1.8505, 5.2847], [3.8448, 1.2835, 6.1638], [3.2901, 2.5211, 5.0190], [4.5166, 1.3476, 4.5150], [6.3599, 2.3918, 1.6877], [7.6446, 1.1767, 1.5164], [6.8640, 1.4362, 3.0933], [5.1269, 1.2812, -0.2151], [4.6882, -0.4215, -0.0867], [6.3842, 0.0250, -0.3562], [6.2702, -0.9707, 3.2524], [7.0381, -1.3173, 1.6834], [5.3309, -1.7544, 1.9697], [-2.8789, 1.4494, -0.2428], [-4.2106, 1.8689, -0.1873], [-5.2501, 0.9879, -0.4905], [-6.5700, 1.3896, -0.3339], [-6.8676, 2.6590, 0.1317], [-5.8428, 3.5469, 0.4118], [-4.5217, 3.1591, 0.2526], [-8.5786, 3.1797, 0.3406], [-8.7601, 3.2535, 1.7894], [-9.3709, 2.1361, -0.3026], [-8.6479, 4.4802, -0.3223], [-2.1964, 2.1759, -0.4166], [-2.7075, 0.6304, -0.8063], [-5.0095, 0.0012, -0.8722], [-7.3977, 0.7375, -0.5801], [-6.1019, 4.5450, 0.7420], [-3.7130, 3.8629, 0.4326], [-0.1403, 1.5863, 1.2928], [-0.2062, 2.6064, 2.0135], [0.9746, 3.4322, 2.4411], [0.8800, 4.9684, 2.2364], [-0.4603, 5.4640, 1.6960], [-1.5836, 5.3994, 2.7244], [-1.6828, 4.0207, 3.3955], [-1.4242, 2.9227, 2.4963], [1.8228, 3.0425, 1.8920], [1.1616, 3.2176, 3.4933], [1.6591, 5.2738, 1.5361], [1.0888, 5.4737, 3.1836], [-0.7349, 4.8606, 0.8299], [-0.3572, 6.4973, 1.3553], [-2.5240, 5.6332, 2.2199], [-1.4242, 6.1491, 3.5046], [-2.6838, 3.8915, 3.8043], [-0.9751, 3.9700, 4.2286], [-2.1963, 2.3812, 2.1308]],
  "lowdin_charge": [0.909, 0.147, -0.264, -0.041, -0.118, -0.121, -0.050, -0.144, -0.203, -0.056, -0.102, -0.120, -0.143, -0.111, 0.075, 0.041, 0.105, 0.090, 0.084, 0.114, 0.116, 0.094, 0.088, 0.079, 0.896, -0.643, -0.265, -0.642, 0.782, -0.232, -0.088, -0.101, -0.159, -0.039, -0.184, -0.466, -0.292, 0.066, 0.040, 0.092, 0.113, 0.061, -0.963, 0.096, 0.746, 0.084, 0.073, 0.103, 0.034, -0.032, -0.611, -0.042, -0.028, -0.178, 0.312, -0.212, -0.322, -0.173, -0.631, -0.037, -0.034, -0.029, 0.087, 0.072, 0.054, 0.085, 0.018, 0.070, 0.083, 0.081, 0.064, 0.085, 0.081, 0.077, 0.094, 0.050, 0.091, 0.080, 0.083, 0.081, 0.129, -0.323, -0.039, -0.064, -0.283, -0.071, -0.049, 0.400, -0.389, -0.390, -0.388, 0.067, 0.071, 0.093, 0.103, 0.110, 0.092, -0.124, -0.381, -0.077, -0.160, -0.207, -0.175, -0.160, 0.116, 0.102, 0.105, 0.108, 0.109, 0.084, 0.112, 0.106, 0.109, 0.126, 0.117, 0.118],
  "charge": -2,
  "spin_multiplicity": 3,
  "homo_lumo_gap_ev": [4.08, 6.47],
  "lumo_energy_ha": [0.1237, 0.1234]
}

***

| no. | DFT total energy (eV) |
| --- | --- |
| 1 | -52751.739 |
| 2 | -12105.383 |
| 3 | -142069.258 |